No. 1
177
Properties=species:S:1:pos:R:3 method="wB97M-V/def2-TZVPD" fmax_ev_per_a=10.45 charge=+1 lumo_energy_ev=-3.698 de_lowest_kj_mol=432.0 e_tot_ev=-266220.221
K 4.49210 2.40061 0.74636
K 1.49521 -4.10031 4.16646
K 4.20245 -2.96648 1.98033
N 1.87221 -1.87155 2.35259
S 0.50542 -1.54775 1.30485
O 0.92992 -1.11705 -0.01706
O -0.74015 -1.06693 1.88732
F 0.10705 -3.12419 1.10752
S 2.03673 -0.43557 2.76681
O 1.20487 0.15785 3.75387
O 2.48214 0.45594 1.70672
F 3.39990 -0.74178 3.59994
N 3.39147 -4.14784 6.39587
S 4.64624 -5.31975 6.62926
O 5.11211 -5.48294 8.00695
O 5.58482 -5.33872 5.49375
F 3.75561 -6.69294 6.43262
S 4.24537 -2.94770 6.50088
O 4.81015 -2.45615 5.22948
O 4.91972 -2.59652 7.76748
F 2.99705 -1.92762 6.56462
C 1.84222 0.46280 -6.88491
C 2.53589 -0.19856 -5.64532
O 2.71671 -1.57475 -5.77313
P 1.55068 -2.70503 -5.52362
O 0.19065 -2.17055 -5.50783
O 1.88692 -3.76481 -6.66612
C 1.35863 -3.75225 -7.91542
C 2.56876 -3.41199 -8.77442
O 2.14055 -3.34061 -4.16106
C 1.89949 -2.72437 -2.89614
C 2.72656 -3.48279 -1.86155
H 2.41580 0.26622 -7.79071
H 0.83859 0.05374 -7.00112
H 1.78877 1.51788 -6.61649
H 3.55719 0.18218 -5.63584
H 2.11722 0.06094 -4.67296
H 1.00111 -4.72391 -8.25625
H 0.56612 -3.01025 -8.01272
H 2.34705 -3.34699 -9.83965
H 2.93867 -2.47401 -8.36033
H 3.39654 -4.10180 -8.60997
H 1.97896 -1.63744 -2.91529
H 0.85667 -2.86104 -2.60989
H 3.74709 -3.64426 -2.20874
H 2.76096 -3.04633 -0.86334
H 2.28482 -4.46127 -1.67302
C 2.68142 1.63108 7.69415
C 2.45585 1.82088 6.24315
O 3.28169 2.86452 5.81508
P 4.47343 2.72901 4.74821
O 4.09580 2.01927 3.48990
O 5.73975 2.00599 5.55516
C 6.16753 0.62963 5.29079
C 7.66228 0.69427 5.04341
O 4.95809 4.29431 4.49690
C 4.92843 5.23806 5.55731
C 3.83931 6.23909 5.11813
H 1.98617 0.83478 7.95993
H 3.71980 1.41884 7.94874
H 2.34669 2.44349 8.33918
H 2.75828 0.86889 5.80683
H 1.44045 2.00589 5.89268
H 6.09203 -0.03335 6.15268
H 5.60609 0.17241 4.47603
H 8.04140 -0.28888 5.32233
H 8.01709 0.87536 4.02881
H 8.18706 1.46158 5.61256
H 4.60716 4.86080 6.52816
H 5.88639 5.75274 5.63155
H 3.62496 6.88494 5.96962
H 4.01709 6.96313 4.32299
H 2.88043 5.75346 4.93697
C -3.14115 -4.80459 0.95279
C -4.09982 -5.41867 -0.07865
O -3.48128 -5.41454 -1.33076
P -3.75978 -6.61621 -2.41521
O -5.09503 -6.63204 -2.98534
O -3.41147 -8.01013 -1.62811
C -3.65190 -9.29675 -2.15876
C -4.00782 -10.21707 -1.03207
O -2.55724 -6.45987 -3.49441
C -2.62183 -5.46629 -4.56294
C -2.77459 -3.96949 -4.08389
H -2.28913 -5.46870 1.09810
H -2.70835 -3.82830 0.73453
H -3.61458 -4.70330 1.92937
H -4.29065 -6.42273 0.30022
H -4.97819 -4.77328 -0.07311
H -4.41136 -9.25989 -2.93976
H -2.66614 -9.58934 -2.52037
H -4.74481 -9.75028 -0.37858
H -4.43601 -11.15548 -1.38440
H -3.16740 -10.49599 -0.39647
H -1.84603 -5.53147 -5.32581
H -3.51510 -5.72771 -5.13024
H -2.45095 -3.24679 -4.83292
H -3.80115 -3.87021 -3.73114
H -2.07941 -3.76867 -3.26873
C 0.57638 7.86835 2.21475
C 0.33132 6.91704 1.01074
O -0.22186 5.68141 1.44390
P 0.71011 4.50307 2.17175
O 1.87847 3.98978 1.47386
O 0.88509 4.99409 3.71907
C -0.34266 5.09998 4.51852
C 0.05113 5.60363 5.88801
O -0.35645 3.31008 2.41605
C -0.99554 2.76171 1.31478
C -2.38864 2.22103 1.77194
H 0.82038 8.85956 1.83255
H -0.26486 7.88924 2.90756
H 1.44286 7.41125 2.69263
H -0.35607 7.30763 0.26038
H 1.25406 6.60352 0.52253
H -0.96480 5.83878 4.01333
H -0.77922 4.10123 4.51380
H -0.74449 5.67984 6.62914
H 0.85017 4.96895 6.27116
H 0.42836 6.62025 5.77711
H -1.08555 3.41684 0.44829
H -0.38733 1.93431 0.94929
H -3.10232 2.08951 0.95864
H -2.13949 1.30327 2.30461
H -2.79317 3.00663 2.41013
C -2.70448 1.17749 -4.16074
C -1.50184 1.57188 -5.00096
O -1.19093 2.90870 -4.80838
P -0.46826 3.43398 -3.44004
O -1.45748 3.40809 -2.29232
O 0.84912 2.45638 -3.29118
C 0.87425 1.53474 -2.23471
C 2.27180 1.86390 -1.65685
O 0.11987 4.84087 -3.86037
C 0.84367 5.66871 -2.95125
C -0.06579 6.78437 -2.45798
H -2.49869 1.00923 -3.10365
H -3.49856 1.92363 -4.18909
H -3.09042 0.20006 -4.45017
H -0.72395 0.82325 -4.85078
H -1.65279 1.44383 -6.07283
H 0.06346 1.70962 -1.52751
H 0.74332 0.50481 -2.56666
H 2.44980 1.24958 -0.77422
H 3.06981 1.81939 -2.39799
H 2.23323 2.88434 -1.27564
H 1.25598 5.14480 -2.08892
H 1.68444 6.08971 -3.50258
H -0.54718 7.31460 -3.27970
H -0.78552 6.42414 -1.72292
H 0.52032 7.43740 -1.81136
C -5.24930 2.87058 -1.03435
C -6.31779 2.31917 -0.14858
O -6.55543 0.97140 -0.51555
P -5.75644 -0.19450 0.21986
O -5.47882 -0.02997 1.67309
O -4.43232 -0.28589 -0.64782
C -3.50946 -1.38346 -0.48843
C -2.29477 -1.14064 -1.37086
O -6.59260 -1.46884 -0.22856
C -7.09622 -1.76007 -1.52940
C -6.21685 -1.56246 -2.77197
H -4.27212 2.45338 -0.79111
H -5.49758 2.67792 -2.07806
H -5.16067 3.95397 -0.95354
H -6.19332 2.47618 0.92285
H -7.28803 2.76664 -0.36424
H -3.22274 -1.40852 0.56289
H -3.99062 -2.28125 -0.87643
H -2.02143 -0.09165 -1.48496
H -1.49407 -1.80260 -1.04103
H -2.56755 -1.42971 -2.38581
H -7.23802 -2.84073 -1.54254
H -8.04868 -1.24557 -1.65673
H -6.10945 -0.50274 -3.00339
H -5.30760 -2.04879 -2.41862
H -6.54307 -2.10658 -3.65832

No. 2
60
Properties=species:S:1:pos:R:3 method="wB97M-V/def2-TZVPD" fmax_ev_per_a=0.61 lumo_energy_ev="0.174 / 0.185" de_lowest_kj_mol=0.0 e_tot_ev=-201418.677 multiplicity=2
Mn 0.24752 0.24249 0.09162
C -1.22894 -1.05943 2.98551
C -0.19529 -0.09074 3.44795
C -0.00506 0.10873 4.81898
C 0.93475 1.00388 5.27364
C 1.68513 1.70174 4.33695
C 1.44555 1.45706 2.99654
N 0.53330 0.58466 2.54455
Sb 2.55943 2.53642 1.55720
C 3.20033 0.92489 0.30615
C 4.56038 0.66741 0.29302
C 5.06450 -0.22840 -0.64116
C 4.20876 -0.74006 -1.58550
C 2.84870 -0.42385 -1.54410
C 1.97416 -0.84763 -2.68351
N 2.34756 0.32433 -0.55184
C 0.94436 3.19874 0.32611
C 0.69619 4.56039 0.32406
C -0.21178 5.07462 -0.59296
C -0.74071 4.22633 -1.53422
C -0.43114 2.86420 -1.50578
C -0.87486 2.00402 -2.64913
N 0.32546 2.35241 -0.52508
H -1.59936 -1.64490 3.82546
H -0.80189 -1.70932 2.22332
H -2.05160 -0.52134 2.51195
H -0.61156 -0.45659 5.51358
H 1.08320 1.15966 6.33425
H 2.43669 2.41929 4.63914
H 5.21885 1.16595 0.99252
H 6.11675 -0.48184 -0.65557
H 4.57094 -1.38525 -2.37463
H 2.34478 -0.35319 -3.58686
H 0.92863 -0.60175 -2.52203
H 2.02406 -1.92524 -2.83336
H 1.20930 5.21231 1.01918
H -0.46011 6.12808 -0.59801
H -1.39461 4.59611 -2.31266
H -0.42226 2.40634 -3.56061
H -1.95800 2.02953 -2.75892
H -0.59820 0.96177 -2.51874
O -1.25083 -1.24884 -2.81140
C -2.21301 -2.23558 -2.45226
C -2.41188 -2.43346 -0.95301
C -3.50445 -3.54338 -0.92252
O -3.92677 -3.93916 0.36914
C -3.02156 -1.23606 -0.22748
Se -2.09573 0.47540 -0.08392
C -1.20816 -3.03453 -0.22636
Se 0.50486 -2.11294 -0.08767
H -1.24042 -1.22462 -3.77435
H -1.91914 -3.20360 -2.87826
H -3.18832 -1.96507 -2.87730
H -3.13947 -4.41284 -1.48273
H -4.40339 -3.17560 -1.42035
H -3.17389 -4.34352 0.81388
H -3.26863 -1.56653 0.78328
H -3.97408 -0.99491 -0.70709
H -0.96886 -3.99757 -0.68878
H -1.52015 -3.24901 0.80019

No. 3
14
Properties=species:S:1:pos:R:3 method="wB97M-V/def2-TZVPD" fmax_ev_per_a=6.30 lumo_energy_ev=0.733 de_lowest_kj_mol=278.1 e_tot_ev=-7359.373
C -0.28710 -2.42806 0.70820
C 0.28190 -1.30197 0.36947
C -0.32175 0.03180 0.39763
C 0.42316 1.23353 -0.11538
C -0.02536 1.92704 -1.26915
O -0.47138 3.10140 -1.22580
H 0.18889 -3.28188 0.86437
H -1.30265 -2.55567 1.01375
H 1.32559 -1.38484 -0.02284
H -0.77755 0.18845 1.39920
H -1.23860 0.05691 -0.35414
H 1.55660 1.04356 -0.44304
H 0.46825 1.82223 0.93579
H 0.18000 1.54750 -2.25808